DFT (ωB97M-V/def2-TZVPD) results for 2 unconnected molecules or ions with the total composition C3H10NO2.

Geometry (Å):
O1 0.93076 -2.25526 -1.38905
C1 -0.19736 -1.86915 -1.26164
C2 -0.49816 -0.64407 -0.39130
C3 -0.63858 0.62550 -1.18880
N1 0.59701 -0.54755 0.60801
H1 -1.01689 -2.29329 -1.86034
H2 -1.43158 -0.90414 0.11750
H3 0.10146 0.62093 -2.00187
H4 -1.60984 0.81136 -1.63002
H5 -0.30614 1.52790 -0.69171
H6 0.83905 -1.40516 1.11426
H7 1.46476 -0.25544 0.15087
H8 0.40146 0.19662 1.29844
H9 0.96922 2.54483 1.93938
H10 -0.08371 2.07924 2.95540
O2 0.47854 1.76768 2.23087

Cartesian forces (eV/Å) of the 2 atoms listed first:
0.0 -0.2 0.4
0.5 0.6 -0.9

Output
F_max = 0.0361 hartree/bohr
LUMO = -3.328 eV
HOMO energy = -14.61 eV
Total charge = +1
Energy above the lowest of the compared OMol25 structures with the same formula, charge and spin = 77.5 kJ/mol
Kohn-Sham gap = 11.29 eV